Molecular formula: C14H12N6O4S2
Method: DFT, the ωB97M-V functional and the def2-TZVPD basis

Summary:
structure (SMILES) = O=C(O)Cc1csc(NC(=O)CSc2nnnn2-c2ccc(O)cc2)n1
HOMO level = -8.8 eV
Kohn-Sham gap = 9.08 eV

```
! wB97M-V def2-TZVPD RIJCOSX def2/J DEFGRID3
* xyz 0 1
O -0.54454 -3.13962 -1.70184
C 0.35780 -2.75789 -1.00758
O 0.18568 -2.34290 0.24507
C 1.81182 -2.71285 -1.44580
C 2.64085 -1.91991 -0.49510
C 3.49004 -2.41486 0.44163
S 4.15567 -1.14563 1.40226
C 3.20512 -0.01421 0.44508
N 3.24530 1.31405 0.74800
C 2.56473 2.37135 0.17021
O 2.68878 3.47404 0.63681
C 1.73182 2.06086 -1.04445
S 0.35106 0.92931 -0.66913
C -0.91327 2.10249 -0.49729
N -0.82171 3.40651 -0.65686
N -2.01461 3.89968 -0.36612
N -2.83120 2.99584 -0.03667
N -2.18959 1.81584 -0.10532
C -2.81984 0.59502 0.16126
C -3.83350 0.55397 1.11454
C -4.48051 -0.63369 1.37820
C -4.12908 -1.79335 0.68756
O -4.78816 -2.93997 0.97894
C -3.12274 -1.74228 -0.27240
C -2.47222 -0.55145 -0.53929
N 2.51010 -0.56469 -0.48572
H -0.75936 -2.31853 0.47440
H 2.17619 -3.73893 -1.51729
H 1.83584 -2.26703 -2.44176
H 3.75844 -3.43344 0.63082
H 3.81201 1.57746 1.54664
H 2.32962 1.54749 -1.79642
H 1.29743 2.98501 -1.42510
H -4.10747 1.46045 1.63023
H -5.26817 -0.68671 2.11178
H -4.49190 -3.65284 0.39896
H -2.85925 -2.62650 -0.83751
H -1.71559 -0.51711 -1.30727
*
```


Molecular formula: C52H143AsF6N13O13Sr
Method: DFT, the ωB97M-V functional and the def2-TZVPD basis

Summary:
HOMO level = -9.8 eV
Kohn-Sham gap = 6.34 eV

```
! wB97M-V def2-TZVPD RIJCOSX def2/J DEFGRID3
* xyz 1 1
Sr 0.00701 5.22250 -0.39423
As -0.54131 -0.39164 0.11797
F -0.57314 1.32791 -0.38927
F -0.45015 0.17467 1.84130
F -0.45944 -2.06961 0.68110
F -0.61153 -1.00012 -1.53999
F 1.23128 -0.43158 0.01120
F -2.34315 -0.28857 0.12710
C 3.53042 -0.70634 2.45444
C 3.89934 0.76836 2.35910
C 5.23009 1.03239 1.80395
O 6.23033 0.35474 2.55143
C 7.59575 0.22275 2.03653
N 2.86153 1.40988 1.49048
H 4.09663 -1.34946 3.12816
H 3.49569 -1.08111 1.43149
H 2.52959 -0.77317 2.88104
H 3.80554 1.27142 3.32151
H 5.49610 2.08785 1.86179
H 5.12524 0.92925 0.72392
H 7.67169 -0.39857 1.14418
H 8.31311 0.01355 2.83009
H 7.97794 1.11606 1.54254
H 3.11781 0.87463 0.67321
H 1.94705 1.02104 1.67115
C 0.01900 -7.50301 -0.72077
C -0.36541 -6.51006 0.39846
C 0.80144 -5.70307 0.98164
O 0.22762 -5.14653 2.09927
C 0.94112 -4.03456 2.66194
N -1.33314 -5.60875 -0.20819
H 0.55973 -7.07014 -1.56239
H -0.85880 -8.12146 -0.90809
H 0.69042 -8.23195 -0.26695
H -0.87540 -7.10244 1.15813
H 1.11497 -4.96216 0.24620
H 1.66603 -6.31761 1.23248
H 1.16774 -3.26397 1.92510
H 1.89980 -4.29233 3.11205
H 0.19177 -3.67816 3.36873
H -1.51386 -4.87057 0.45704
H -1.00889 -5.18276 -1.06463
C 1.28678 -2.86821 -6.34103
C 2.64752 -2.65687 -5.51892
C 2.51801 -2.92150 -4.01369
O 3.78535 -2.43235 -3.37428
C 3.65050 -2.29316 -1.97369
N 3.48588 -3.69844 -6.05200
H 1.50689 -2.93288 -7.40662
H 0.57952 -2.04852 -6.21458
H 0.81082 -3.78028 -5.98092
H 3.10454 -1.68467 -5.70349
H 2.17765 -3.94546 -3.85957
H 1.58718 -2.37441 -3.86425
H 2.69573 -1.83868 -1.70920
H 4.34099 -1.60350 -1.48820
H 3.42463 -3.30327 -1.63197
H 4.40472 -3.39195 -5.76582
H 3.50061 -3.40257 -7.01759
C -3.90168 5.79696 -2.72835
C -2.93090 5.56842 -1.61277
C -3.44568 4.65579 -0.47963
O -2.40286 4.43611 0.42880
C -2.86139 3.64898 1.50564
N -1.70977 5.06167 -2.19505
H -4.49319 4.88879 -2.84427
H -3.49230 6.06077 -3.70350
H -4.57894 6.59127 -2.41454
H -2.82736 6.57129 -1.19849
H -3.74727 3.77434 -1.04549
H -4.30076 5.12426 0.00768
H -3.71829 4.09496 2.01054
H -2.11871 3.39558 2.26216
H -3.29687 2.69650 1.20359
H -1.43217 5.66677 -2.95458
H -1.95684 4.18265 -2.62677
C -3.59049 -3.50648 2.09231
C -3.10981 -3.22985 3.49344
C -3.47779 -1.80352 3.97487
O -2.72332 -1.45177 5.08669
C -1.45757 -0.95313 4.76635
N -3.53759 -4.23170 4.46943
H -3.29842 -2.76266 1.35101
H -4.66831 -3.51794 1.93026
H -3.22538 -4.48340 1.77540
H -2.02147 -3.26726 3.44630
H -4.55025 -1.87930 4.15429
H -3.30088 -1.19666 3.08688
H -0.79800 -1.81900 4.82403
H -1.36883 -0.30470 5.63799
H -1.39548 -0.27990 3.91136
H -3.11796 -3.90440 5.32784
H -3.12786 -5.13353 4.27217
C -3.24432 2.93607 5.42537
C -4.52655 3.63789 5.00006
C -5.79177 3.36559 5.84906
O -5.70388 4.11105 7.11956
C -6.57237 3.70007 8.19583
N -4.09436 4.99280 4.81200
H -2.43065 3.32858 4.81547
H -3.23846 1.85061 5.52459
H -3.09049 3.13613 6.48576
H -4.85816 3.32174 4.01103
H -5.69730 2.29646 6.03919
H -6.68797 3.62136 5.28380
H -6.11017 3.67761 9.18273
H -6.91579 2.67267 8.07498
H -7.47000 4.31835 8.20574
H -4.45208 5.51652 5.59804
H -4.54787 5.44891 4.03329
C 7.86755 4.91472 -0.19227
C 8.65988 3.59196 -0.11795
C 8.21510 2.45698 -1.12846
O 7.03231 1.73083 -0.69423
C 6.70859 0.66745 -1.63953
N 9.95808 4.08482 -0.39507
H 7.80056 5.44579 -1.14179
H 8.15531 5.68484 0.52341
H 6.86347 4.75072 0.19892
H 8.64209 3.16527 0.88491
H 9.01477 1.71661 -1.15024
H 8.08727 2.76993 -2.16471
H 5.90542 0.10962 -1.15803
H 7.53598 -0.00622 -1.86244
H 6.31722 1.09859 -2.56096
H 10.28310 4.66236 0.36711
H 10.61144 3.32218 -0.50271
C -6.22268 -4.68468 -1.81866
C -5.01737 -5.71414 -1.67401
C -3.84671 -5.43091 -2.59634
O -4.44778 -5.41632 -3.84480
C -3.55156 -5.20638 -4.90783
N -4.65882 -5.79350 -0.20369
H -6.98836 -4.91766 -1.07869
H -6.64365 -4.80789 -2.81651
H -5.95696 -3.67746 -1.49772
H -5.54623 -6.59996 -2.02576
H -3.22117 -6.31801 -2.49706
H -3.24641 -4.54636 -2.38348
H -3.00511 -6.08375 -5.25384
H -2.84394 -4.44475 -4.58028
H -4.11937 -4.84066 -5.76336
H -4.43912 -4.83765 0.03755
H -3.78378 -6.29789 -0.20292
C 3.59307 3.45188 -1.29587
C 2.62491 3.24786 -2.38111
C 2.80603 1.95475 -3.04830
O 1.72350 1.74669 -3.93449
C 1.50343 0.32247 -4.32789
N 1.26161 3.34884 -1.83014
H 3.89975 4.49124 -1.17848
H 4.52631 2.95213 -1.55550
H 3.19810 3.16783 -0.32047
H 2.74811 4.13783 -2.99826
H 2.55627 1.26922 -2.23850
H 3.84776 1.71945 -3.26628
H 2.11368 0.07905 -5.19763
H 0.49581 -0.01427 -4.57164
H 1.88010 -0.26228 -3.48868
H 1.31765 2.54242 -1.22463
H 0.82318 2.98032 -2.66205
C -2.58688 0.27194 -3.94150
C -2.40233 1.65213 -4.34949
C -3.67764 2.48368 -4.70401
O -3.40393 3.45332 -5.69084
C -4.42031 4.36284 -6.11744
N -1.54005 2.39070 -3.36313
H -2.87607 0.35465 -2.89382
H -1.67220 -0.31001 -4.05460
H -3.45411 -0.17329 -4.42913
H -1.77632 1.77771 -5.23292
H -4.08735 3.00198 -3.83705
H -4.56272 1.92625 -5.01060
H -4.75085 4.97552 -5.27871
H -5.20814 3.74140 -6.54316
H -4.12697 5.00014 -6.95164
H -0.62424 2.01825 -3.56971
H -1.71697 2.01358 -2.44303
C 4.90473 -6.98571 3.68968
C 6.11318 -6.25272 3.20455
C 6.15222 -4.72973 3.58966
O 5.16872 -4.07448 2.85295
C 5.40790 -3.95250 1.44304
N 7.20675 -6.91018 3.89164
H 4.68856 -6.83309 4.74707
H 4.70039 -8.04091 3.50834
H 4.09720 -6.42217 3.22233
H 6.24699 -6.51137 2.15417
H 7.13328 -4.32954 3.33381
H 5.78006 -4.59567 4.60535
H 5.00869 -4.89603 1.07090
H 6.46866 -3.80222 1.24228
H 4.79102 -3.12601 1.09022
H 7.18477 -6.55274 4.83602
H 8.02110 -6.37140 3.63347
C -7.15069 -0.90147 -1.22443
C -6.04658 0.15363 -1.34708
C -6.51681 1.50754 -1.95804
O -7.30849 1.39630 -3.15074
C -7.40208 2.62929 -3.80925
N -5.44620 0.19728 -0.00905
H -6.75061 -1.84864 -0.86265
H -7.60947 -0.86766 -2.21261
H -7.91987 -0.59820 -0.51415
H -5.34688 -0.12029 -2.13669
H -5.66645 2.17904 -2.07670
H -7.18961 1.95361 -1.22561
H -7.80230 2.40706 -4.79846
H -6.61767 3.38312 -3.87671
H -8.20329 3.17479 -3.31066
H -4.63914 0.79602 -0.11032
H -5.08035 -0.68799 0.31120
C 0.65583 3.04917 3.60004
C 0.62324 4.12143 2.49743
C 1.76132 5.05593 2.58934
O 1.63623 5.98317 1.51607
C 2.72812 6.85749 1.30719
N 0.65033 3.29187 1.27425
H 1.52261 2.38878 3.62603
H -0.21091 2.38982 3.64609
H 0.71434 3.60582 4.53537
H -0.38733 4.52988 2.49971
H 2.68792 4.48197 2.58053
H 1.78156 5.67975 3.48295
H 2.36548 7.67828 0.68840
H 3.61393 6.36198 0.90981
H 3.06167 7.20531 2.28487
H 1.57368 2.89334 1.36758
H 0.09502 2.45051 1.33623
*
```


no.,E_LUMO (eV)
1,0.3
2,-3.5